No. 1
83
Properties=species:S:1:pos:R:3:lowdin_charge:R:1 method="wB97M-V/def2-TZVPD" e_tot_ha=-1641.0283 total_charge=+1 gap_ev=4.7834 spin_multiplicity=1 molar_mass_da=540.77 lumo_ev=-5.0
C -0.0818 -6.3634 0.2755 -0.052
C -0.6514 -5.1903 -0.4695 -0.264
C 0.1870 -4.2624 -1.0889 0.005
C -0.3352 -3.1618 -1.7840 -0.198
C 0.5959 -2.3125 -2.5922 -0.026
C -1.7135 -2.8816 -1.6988 -0.139
C -2.3209 -1.5816 -2.2083 -0.289
C -2.5927 -1.6420 -3.7180 -0.033
C -1.5835 -0.2597 -1.8190 -0.113
C -1.1291 -0.1977 -0.4232 0.124
C -1.4118 0.8595 0.4520 -0.122
C -1.9357 0.5894 1.7622 -0.168
C -2.4187 -0.7880 2.1006 -0.011
C -2.0214 1.6278 2.6733 0.019
C -1.6792 2.9408 2.3256 -0.211
C -1.6759 4.0214 3.3621 -0.017
C -1.3538 3.2216 0.9943 0.009
C -1.1864 2.2175 0.0544 -0.172
C -0.6912 2.5437 -1.3191 -0.027
C -2.5690 -3.9098 -1.2510 -0.213
C -4.0554 -3.8235 -1.4638 -0.041
C -2.0335 -5.0180 -0.5967 -0.006
H -0.8898 -7.0177 0.6228 0.077
H 0.5930 -6.9539 -0.3585 0.087
H 0.4965 -6.0431 1.1522 0.085
H 1.2715 -4.3984 -1.0481 0.128
H 0.1391 -1.9472 -3.5201 0.078
H 0.9265 -1.4510 -2.0024 0.047
H 1.5062 -2.8654 -2.8605 0.095
H -3.3067 -1.5035 -1.7222 0.126
H -3.1222 -2.5630 -3.9794 0.084
H -3.2175 -0.7932 -4.0259 0.090
H -1.6685 -1.6137 -4.3053 0.076
H -0.7322 -0.0595 -2.4969 0.142
H -2.3265 0.5425 -1.9950 0.133
H -0.7938 -1.1432 0.0050 0.129
H -2.8111 -0.8194 3.1237 0.092
H -3.2240 -1.1058 1.4188 0.100
H -1.6128 -1.5303 2.0360 0.100
H -2.3666 1.4219 3.6901 0.137
H -1.3608 4.9735 2.9160 0.086
H -2.6739 4.1670 3.8043 0.103
H -0.9843 3.7802 4.1829 0.088
H -1.1694 4.2573 0.7054 0.130
H -0.3693 3.5912 -1.3714 0.098
H 0.1794 1.9250 -1.5756 0.060
H -1.4576 2.3794 -2.0908 0.096
H -4.5266 -4.7661 -1.1650 0.084
H -4.5208 -3.0234 -0.8706 0.082
H -4.3049 -3.6516 -2.5200 0.081
H -2.7063 -5.7741 -0.1836 0.119
C 4.2742 0.0639 -3.9616 -0.071
C 4.2259 -1.0472 -3.1046 -0.062
C 3.5106 -0.9658 -1.9112 -0.044
C 2.8084 0.1991 -1.5606 -0.158
C 2.0306 0.1548 -0.2662 -0.370
C 1.6593 1.3784 0.3386 -0.074
N 1.7568 1.5538 1.7192 0.047
C 1.6414 0.4719 2.5503 0.002
C 1.6472 0.5809 3.9247 -0.026
C 1.8107 1.8193 4.5034 -0.008
C 1.8264 2.9658 3.6968 -0.161
C 1.8116 2.8437 2.2784 -0.110
C 1.8000 3.9957 1.4866 -0.008
C 1.7516 5.2639 2.0704 -0.049
C 1.8107 5.3955 3.4654 -0.065
C 1.8408 4.2680 4.2621 -0.022
O 1.7199 -0.9757 0.1975 -0.035
C 2.8817 1.3171 -2.4080 -0.036
C 3.6275 1.2482 -3.5928 -0.073
H 4.8268 0.0088 -4.9033 0.109
H 4.7492 -1.9712 -3.3433 0.110
H 3.4716 -1.8177 -1.2335 0.120
H 1.8495 2.2893 -0.2162 0.072
H 1.5512 -0.4868 2.0643 0.112
H 1.5395 -0.3332 4.5031 0.123
H 1.9291 1.9321 5.5789 0.125
H 1.8195 3.9413 0.3994 0.107
H 1.7053 6.1422 1.4268 0.116
H 1.8552 6.3876 3.9068 0.115
H 1.8922 4.3488 5.3497 0.126
H 2.3643 2.2388 -2.1394 0.096
H 3.7017 2.1444 -4.2151 0.108



No. 2
92
Properties=species:S:1:pos:R:3:lowdin_charge:R:1 method="wB97M-V/def2-TZVPD" e_tot_ha=-4507.6214 total_charge=0 gap_ev=8.4497 spin_multiplicity=1 molar_mass_da=856.13 lumo_ev=0.2
Ba 0.2035 -0.2910 0.2936 1.836
C 1.9877 1.2570 -2.5532 -0.088
C 1.5087 0.9459 -3.8226 -0.083
C 0.3441 1.5512 -4.2851 -0.095
C -0.3495 2.4508 -3.4819 -0.079
C 0.1374 2.7675 -2.2193 -0.089
C 1.3093 2.1790 -1.7596 -0.135
H 2.9026 0.7983 -2.1950 0.082
H 2.0518 0.2435 -4.4452 0.104
H -0.0288 1.3197 -5.2760 0.106
H -1.2638 2.9083 -3.8383 0.109
H -0.3909 3.4784 -1.5956 0.105
H 1.7062 2.4520 -0.7851 0.094
O -2.0649 -0.3060 1.6990 -0.280
C -2.4159 0.5162 2.8446 -0.216
C -2.7715 1.9350 2.4378 -0.173
C -1.6898 2.6674 1.6253 -0.133
C -0.3625 2.7043 2.3561 -0.294
C -0.1481 3.5813 3.4093 -0.019
C 1.0589 3.5479 4.0842 -0.051
C 2.0266 2.6283 3.7112 -0.043
C 1.7332 1.7695 2.6696 -0.114
N 0.5631 1.8021 1.9954 -0.033
H -2.7929 -0.2224 1.0571 0.017
H -1.5485 0.5014 3.5038 0.116
H -3.2507 0.0610 3.3748 0.122
H -2.9803 2.4969 3.3555 0.119
H -3.6955 1.9175 1.8589 0.094
H -2.0207 3.6872 1.4206 0.121
H -1.5754 2.1842 0.6486 0.089
H -0.9233 4.2890 3.6785 0.119
H 1.2444 4.2393 4.8979 0.111
H 2.9894 2.5715 4.2027 0.107
H 2.4436 1.0183 2.3418 0.079
C -0.5854 -4.1267 -1.4906 -0.303
As -0.5284 -3.1737 0.2103 0.958
C 0.4301 -4.5217 1.2531 -0.314
C -2.3412 -3.5881 0.8055 -0.305
H -0.8723 -5.1638 -1.3271 0.028
H 0.3954 -4.0956 -1.9651 0.017
H -1.3049 -3.6431 -2.1492 0.011
H -0.0102 -5.5066 1.1047 0.026
H 0.3857 -4.2647 2.3111 0.023
H 1.4775 -4.5348 0.9531 0.018
H -2.5393 -4.6533 0.6967 0.029
H -3.0588 -3.0209 0.2114 0.023
H -2.4503 -3.2893 1.8459 0.022
O 2.3753 -0.8063 0.6988 -0.736
Si 4.0025 -0.8968 0.5488 0.419
C 4.6681 -2.3099 1.5680 -0.227
C 3.8163 -2.9884 2.4504 -0.096
C 4.2773 -4.0484 3.2318 -0.090
C 5.6050 -4.4436 3.1423 -0.097
C 6.4713 -3.7837 2.2729 -0.090
C 6.0054 -2.7298 1.4948 -0.090
C 4.4548 -1.1839 -1.2507 -0.230
C 5.5787 -0.6483 -1.8937 -0.092
C 5.8411 -0.9121 -3.2398 -0.084
C 4.9850 -1.7251 -3.9710 -0.096
C 3.8661 -2.2801 -3.3545 -0.095
C 3.6096 -2.0107 -2.0153 -0.098
C 4.8124 0.6945 1.1023 -0.230
C 4.6835 1.8465 0.3055 -0.098
C 5.1617 3.0814 0.7256 -0.081
C 5.7899 3.1934 1.9633 -0.096
C 5.9400 2.0711 2.7670 -0.095
C 5.4581 0.8327 2.3403 -0.084
H 2.7766 -2.6843 2.5237 0.084
H 3.5995 -4.5609 3.9045 0.098
H 5.9664 -5.2674 3.7463 0.098
H 7.5062 -4.0954 2.1996 0.099
H 6.6933 -2.2332 0.8146 0.104
H 6.2561 0.0003 -1.3460 0.101
H 6.7119 -0.4783 -3.7165 0.100
H 5.1874 -1.9303 -5.0158 0.099
H 3.1982 -2.9224 -3.9174 0.099
H 2.7274 -2.4472 -1.5557 0.090
H 4.1975 1.7828 -0.6655 0.087
H 5.0480 3.9518 0.0910 0.102
H 6.1673 4.1535 2.2943 0.099
H 6.4373 2.1556 3.7258 0.099
H 5.5871 -0.0327 2.9835 0.101
N -1.4428 -1.2119 -3.5441 0.190
C -1.9723 -0.6377 -2.4452 -0.526
O -1.1928 -0.3985 -1.4520 -0.475
C -3.3420 -0.3457 -2.3857 -0.188
C -4.1483 -0.5641 -3.5552 -0.233
N -4.7180 -0.7071 -4.5489 0.127
C -3.9030 0.0518 -1.1271 -0.171
N -4.3152 0.3334 -0.0858 0.159
H -1.9800 -1.2843 -4.3930 0.103
H -0.4402 -1.1798 -3.6297 0.103



No. 3
88
Properties=species:S:1:pos:R:3:lowdin_charge:R:1 method="wB97M-V/def2-TZVPD" e_tot_ha=-3352.4939 total_charge=+2 gap_ev="6.9127 / 1.9576" spin_multiplicity=5 molar_mass_da=860.42 lumo_ev="-5.2 / -10.2"
C -1.8999 -0.8597 4.9915 -0.070
C -2.6187 -0.1906 3.9649 -0.090
C -2.5758 -1.0138 2.7705 -0.150
H -3.2065 0.7144 4.0721 0.121
C -1.7355 -2.1707 3.0805 -0.139
C -1.3956 -2.0736 4.4893 -0.065
H -0.9505 -2.8628 5.0865 0.131
H -1.8308 -0.5329 6.0272 0.137
H -3.1800 -0.9005 1.8734 0.118
H -1.5648 -3.0010 2.4052 0.113
Pt -0.3687 -0.3753 2.6372 0.742
Si 2.6562 0.0371 -5.4585 0.702
C 1.7216 1.5306 -6.0044 -0.358
C 2.1912 2.3101 -7.0753 -0.092
H 3.1168 2.0242 -7.5844 0.102
C 1.4607 3.4341 -7.4862 -0.074
H 1.8209 4.0371 -8.3224 0.109
C 0.2758 3.7900 -6.8303 -0.078
H -0.2815 4.6806 -7.1410 0.109
C -0.1888 3.0089 -5.7611 -0.096
H -1.1197 3.2670 -5.2555 0.083
C 0.5395 1.8938 -5.3350 -0.123
H 0.1869 1.2945 -4.4893 0.088
C 1.7810 -1.4893 -6.0267 -0.335
C 0.6002 -1.4548 -6.7954 -0.091
H 0.1918 -0.4973 -7.1367 0.102
C -0.0570 -2.6461 -7.1199 -0.086
H -0.9856 -2.6080 -7.6892 0.103
C 0.4764 -3.8836 -6.7312 -0.087
H -0.0353 -4.8133 -7.0014 0.106
C 1.6838 -3.9195 -6.0242 -0.093
H 2.1201 -4.8789 -5.7452 0.102
C 2.3402 -2.7331 -5.6786 -0.119
H 3.2896 -2.7560 -5.1357 0.098
H 2.7853 0.0921 -3.9987 -0.035
Si -0.3698 -0.1220 0.3604 0.111
C -1.0082 -1.7280 -0.3878 -0.313
C -2.1080 -1.7369 -1.2579 -0.056
H -2.6162 -0.7976 -1.5157 0.114
C -2.5526 -2.9586 -1.7900 -0.032
H -3.4257 -2.9587 -2.4500 0.124
C -1.9263 -4.1580 -1.4239 -0.025
H -2.3278 -5.1093 -1.7815 0.125
C -0.8652 -4.1480 -0.5074 -0.049
H -0.4115 -5.0793 -0.1610 0.119
C -0.4087 -2.9340 0.0180 -0.129
H 0.4163 -2.9354 0.7396 0.093
C -1.3948 1.3228 -0.2938 -0.331
C -2.6142 1.6329 0.3434 -0.129
H -2.9142 1.1546 1.2912 0.072
C -3.4987 2.5386 -0.2642 -0.063
H -4.4481 2.7607 0.2303 0.115
C -3.1554 3.1620 -1.4697 -0.042
H -3.8360 3.8901 -1.9201 0.122
C -1.9123 2.9087 -2.0654 -0.040
H -1.6091 3.4295 -2.9782 0.103
C -1.0237 2.0032 -1.4688 -0.083
H -0.0539 1.8216 -1.9444 0.090
H 3.9908 0.0428 -6.0618 -0.017
Cl 1.5941 0.1168 -0.2410 0.330
C 3.5165 -0.2767 4.1213 -0.196
P 1.7222 -0.7331 3.9733 0.839
C 1.7611 -2.5303 3.9409 -0.241
C 1.1757 -0.0034 5.5795 -0.391
C 1.5495 -0.4137 6.8663 -0.054
C 1.2773 0.4298 7.9539 -0.035
C 0.6751 1.6779 7.7621 -0.032
C 0.2902 2.0682 6.4790 -0.062
C 0.4784 1.2084 5.3975 -0.394
P -0.0745 1.6372 3.7045 0.722
C -1.3163 2.9474 3.7895 -0.214
C 1.3093 2.5505 2.9628 -0.217
H 4.0156 -0.5169 3.1698 0.062
H 3.9923 -0.8606 4.9338 0.074
H 3.6472 0.7885 4.3479 0.056
H 2.3700 -2.8664 4.7878 0.067
H 0.7522 -2.9358 3.9747 0.008
H 2.2270 -2.8162 2.9940 0.065
H 2.0545 -1.3860 7.0095 0.126
H 1.5376 0.1085 8.9623 0.124
H 0.4553 2.3372 8.6056 0.127
H -0.1845 3.0270 6.2842 0.110
H -0.7648 3.8831 3.9977 0.070
H -1.7946 3.0253 2.8004 0.052
H -2.0836 2.7962 4.5707 0.067
H 1.4035 3.4589 3.5795 0.070
H 2.2685 2.0084 2.9274 0.044
H 0.9755 2.8145 1.9517 0.059



No. 4
88
Properties=species:S:1:pos:R:3:lowdin_charge:R:1 method="wB97M-V/def2-TZVPD" e_tot_ha=-1881.1410 total_charge=+1 gap_ev=3.2218 spin_multiplicity=1 molar_mass_da=599.80 lumo_ev=-4.8
C 2.1774 -4.9644 2.8950 0.000
N 1.5599 -3.7107 2.5459 -0.042
C 0.2401 -3.4582 2.8014 -0.365
O -0.5687 -4.2479 3.2775 0.106
C -0.0412 -2.0221 2.3821 -0.150
C -0.4401 -1.0754 3.5303 -0.083
C -1.7609 -1.4504 4.1507 -0.245
C -1.8292 -1.8044 5.5010 -0.035
C -3.0168 -2.3429 5.9996 -0.067
C -4.1489 -2.4534 5.1790 -0.069
C -4.1071 -1.9318 3.8766 -0.066
C -2.9115 -1.4251 3.3542 -0.042
N 1.2233 -1.6421 1.7421 0.060
C 1.3485 -0.4402 1.1423 0.030
C 2.5164 -0.0358 0.5209 -0.059
C 2.6388 1.0553 -0.3392 0.056
C 3.9251 1.6035 -0.7068 -0.196
C 4.0567 2.8956 -1.2956 0.003
C 5.3168 3.3863 -1.6667 -0.053
C 6.4818 2.6206 -1.5002 -0.041
C 6.3670 1.3494 -0.9111 -0.059
C 5.1250 0.8510 -0.5217 -0.013
C 2.3005 -2.6416 1.9063 -0.460
C 3.4369 -2.1772 2.8312 0.015
C 2.9145 -3.1568 0.5920 0.013
H 1.4277 -5.5986 3.3783 0.106
H 2.5621 -5.4487 1.9841 0.098
H 3.0258 -4.7853 3.5750 0.099
H -0.8432 -2.0170 1.6219 0.170
H 0.3722 -1.1007 4.2719 0.129
H -0.4769 -0.0537 3.1173 0.119
H -0.9430 -1.6833 6.1342 0.117
H -3.0396 -2.7221 7.0167 0.106
H -5.0738 -2.8852 5.5722 0.109
H -4.9901 -1.9688 3.2467 0.104
H -2.8641 -1.0273 2.3334 0.114
H 0.4466 0.1732 1.1103 0.154
H 3.3982 -0.6503 0.7309 0.063
H 1.7295 1.4889 -0.7761 0.102
H 3.1622 3.4919 -1.4712 0.107
H 5.4093 4.3856 -2.0987 0.115
H 7.4579 2.9904 -1.8241 0.118
H 7.2549 0.7276 -0.7530 0.116
H 5.0536 -0.1669 -0.1160 0.106
H 3.0357 -1.9659 3.8323 0.105
H 4.1856 -2.9783 2.8975 0.096
H 3.9255 -1.2733 2.4556 0.079
H 2.1304 -3.5705 -0.0556 0.111
H 3.4272 -2.3686 0.0372 0.071
H 3.6552 -3.9342 0.8190 0.095
C 0.0925 3.7289 -0.2629 -0.022
O -1.0710 3.0459 -0.8154 -0.160
C -1.1354 2.3303 -1.9474 -0.236
C -0.0940 2.3849 -2.9752 -0.223
C 0.6186 1.1935 -3.2019 -0.087
C 1.6379 1.1734 -4.1562 -0.082
C 1.9194 2.3150 -4.9205 -0.079
C 1.1779 3.4883 -4.7143 -0.075
C 0.1818 3.5391 -3.7411 -0.025
C -2.3992 1.7293 -2.1630 -0.114
N -2.8354 0.8523 -3.1347 -0.027
C -2.2114 0.6012 -4.4118 -0.003
C -4.0637 0.2822 -2.7769 -0.158
C -4.4064 0.8274 -1.5600 -0.163
C -5.5503 0.4152 -0.8681 -0.014
C -6.3497 -0.5641 -1.4762 -0.090
C -5.9877 -1.1183 -2.7204 -0.091
C -4.8357 -0.6918 -3.3969 -0.015
N -3.4068 1.7210 -1.2061 -0.028
C -3.5481 2.6161 -0.0930 -0.014
H -0.3127 4.6172 0.2224 0.096
H 0.5373 3.0800 0.5072 0.076
H 0.8301 4.0135 -1.0264 0.074
H 0.3314 0.2995 -2.6286 0.120
H 2.1988 0.2432 -4.3111 0.108
H 2.7137 2.2718 -5.6630 0.104
H 1.3726 4.3740 -5.3251 0.109
H -0.4172 4.4363 -3.5656 0.127
H -2.9869 0.0889 -4.9927 0.083
H -1.9082 1.5455 -4.8751 0.105
H -1.3493 -0.0672 -4.3090 0.085
H -5.7711 0.8300 0.1071 0.095
H -7.2424 -0.9180 -0.9662 0.100
H -6.6059 -1.9007 -3.1372 0.098
H -4.5385 -1.1066 -4.3629 0.105
H -4.4639 2.3025 0.4256 0.080
H -2.6999 2.5390 0.5885 0.087
H -3.6545 3.6406 -0.4719 0.109



No. 5
98
Properties=species:S:1:pos:R:3:lowdin_charge:R:1 method="wB97M-V/def2-TZVPD" e_tot_ha=-5641.3628 total_charge=+1 gap_ev=6.3780 spin_multiplicity=1 molar_mass_da=1038.12 lumo_ev=-3.6
Pb 1.6027 0.7346 -0.5980 1.391
C -5.9008 4.2707 1.0054 -0.059
O -4.5160 4.0940 0.7505 -0.086
C -3.9452 4.8804 -0.1975 -0.223
C -4.5854 5.8967 -0.8807 -0.012
C -3.8958 6.6232 -1.8487 -0.081
C -2.5841 6.3141 -2.1463 -0.088
C -1.9380 5.2827 -1.4683 -0.027
C -2.6031 4.5735 -0.4798 -0.146
N -2.0669 3.4857 0.2369 0.162
C -0.7944 2.9668 0.1911 -0.353
N 0.1614 3.9157 0.1651 0.144
C 1.5681 3.8926 0.2710 -0.189
C 2.3931 2.7754 0.1414 -0.251
C 3.7640 2.9958 0.3385 -0.154
C 4.2939 4.2381 0.6262 -0.076
C 3.4588 5.3456 0.6941 -0.007
C 2.1065 5.1750 0.5023 -0.233
O 1.2054 6.2086 0.5540 -0.112
C 1.5656 7.3986 -0.1481 -0.047
N -0.5583 1.6715 0.2332 -0.044
C -1.7497 0.8740 0.1575 -0.273
C -2.3573 0.7131 -1.0926 -0.034
C -3.6058 0.1412 -1.2336 -0.076
C -4.2993 -0.2501 -0.0928 -0.075
C -3.6926 -0.1496 1.1420 -0.009
C -2.3993 0.3581 1.2840 -0.247
O -1.9296 0.3226 2.5630 -0.071
C -0.5615 0.5671 2.8573 -0.067
H -6.1486 3.5769 1.8024 0.096
H -6.4960 4.0371 0.1200 0.102
H -6.1182 5.2885 1.3335 0.096
H -5.6213 6.1286 -0.6759 0.108
H -4.4011 7.4244 -2.3727 0.108
H -2.0564 6.8584 -2.9187 0.105
H -0.9237 5.0198 -1.7388 0.111
H -2.7766 2.8705 0.6056 0.136
H -0.1917 4.8591 0.2501 0.126
H 4.4550 2.1636 0.2717 0.069
H 5.3588 4.3583 0.7817 0.108
H 3.8661 6.3256 0.9060 0.118
H 2.4290 7.8877 0.3016 0.084
H 0.7069 8.0605 -0.0822 0.096
H 1.7784 7.1755 -1.1956 0.103
H -1.8250 1.0905 -1.9596 0.121
H -4.0441 0.0263 -2.2168 0.108
H -5.3039 -0.6462 -0.1695 0.109
H -4.1956 -0.4746 2.0445 0.125
H -0.4438 0.3231 3.9098 0.097
H -0.2812 1.6057 2.6953 0.084
H 0.0886 -0.0782 2.2590 0.069
Se 5.0918 1.1405 -3.3121 1.197
N 6.4466 0.5071 -2.4008 -0.215
C 5.9690 0.0276 -1.2702 -0.382
C 6.7139 -0.5760 -0.2169 0.021
C 6.0238 -1.0078 0.8650 -0.055
C 4.6087 -0.8297 0.9514 -0.179
N 3.8867 -0.2458 0.0353 -0.046
C 4.5412 0.1554 -1.0976 -0.551
N 3.8864 0.7298 -2.0914 -0.317
H 7.7870 -0.6866 -0.2967 0.129
H 6.5345 -1.5011 1.6808 0.116
H 4.0790 -1.1640 1.8353 0.122
C 4.7290 -5.7889 1.2905 -0.059
N 3.7861 -5.9243 0.2007 -0.162
C 3.3372 -7.2380 -0.2657 -0.105
C 2.5602 -6.9093 -1.5524 -0.121
N 2.8552 -5.4920 -1.7313 0.027
C 3.5533 -4.9633 -0.7111 -0.848
S 4.0218 -3.3593 -0.6043 0.689
H 4.6892 -6.6936 1.8933 0.091
H 4.4652 -4.9335 1.9093 0.073
H 5.7470 -5.6449 0.9218 0.092
H 2.7106 -7.7139 0.4878 0.122
H 4.1923 -7.8886 -0.4605 0.125
H 1.4891 -7.0823 -1.4398 0.115
H 2.9135 -7.4901 -2.4020 0.116
H 2.4172 -4.9098 -2.4238 0.138
C -5.8137 -5.4405 0.0939 -0.046
C -4.4971 -4.7094 0.0635 -0.268
C -3.8781 -4.3922 -1.1411 -0.029
C -2.6542 -3.7331 -1.1679 -0.065
C -2.0463 -3.3931 0.0239 -0.399
C -2.6535 -3.6761 1.2408 -0.087
C -3.8711 -4.3331 1.2530 -0.037
S -0.4814 -2.5136 -0.0450 0.836
C 0.4742 -3.8410 0.7325 -0.229
O -0.0726 -2.4784 -1.4747 -0.556
H -6.1076 -5.7594 -0.9047 0.076
H -6.6035 -4.8017 0.4945 0.085
H -5.7516 -6.3212 0.7344 0.083
H -4.3526 -4.6643 -2.0775 0.115
H -2.1623 -3.4803 -2.1002 0.107
H -2.1860 -3.3717 2.1720 0.112
H -4.3468 -4.5550 2.2019 0.119
H 0.2731 -4.7679 0.1956 0.063
H 0.1788 -3.9210 1.7803 0.055
H 1.5251 -3.5615 0.6515 0.001